Entry 1:
A structure of composition C3H7BiO2. Source: OMol25; level of theory: wB97M-V/def2-TZVPD.

The spin multiplicity is 2. For the orbital gap (alpha / beta), the calculation gives 7.0423 / 7.5607 eV. As for the net charge: +1. The calculation puts the relative energy (zero: lowest compared OMol25 entry of this formula, charge and spin) at 2.2625 eV.

Last column: Mulliken spin population.
Geometry (Å):
O  0.33164  1.04918  0.50710  -0.02
C  1.21889  1.56451  -0.45146  0.00
H  2.19020  1.04115  -0.42452  0.00
H  0.80796  1.46446  -1.47021  0.00
H  1.37931  2.62727  -0.23171  0.00
H  0.13448  0.33721  1.73979  0.00
C  -1.32265  -1.04635  -0.61219  -0.03
C  -0.13750  -0.74204  0.12629  -0.04
O  -0.32470  -0.91534  1.50613  0.00
Bi  -1.79621  -2.40062  1.66530  1.09
H  -2.12649  -0.30289  -0.52507  0.00
H  -1.16725  -1.50854  -1.59145  0.00
H  0.81233  -1.16801  -0.23801  -0.01

=====

Entry 2:
A cluster of 7 separate species, C46H58ClN11O4S2 in total. Source: OMol25; level of theory: wB97M-V/def2-TZVPD.

The spin multiplicity is 1. For the orbital gap, the calculation gives 6.1409 eV. As for the net charge: 0.

Last column: Mulliken charge in e.
Geometry (Å):
C  6.74910  0.64856  3.90452  -1.11
C  6.37590  1.50074  2.68642  -0.21
N  5.59723  0.65631  1.76332  0.12
C  4.61126  1.34818  1.00793  -1.03
C  4.83985  1.70755  -0.32593  0.58
C  6.14824  1.38568  -1.05128  -1.05
C  6.39040  -0.14174  -0.96792  0.30
C  7.33349  -0.66757  -2.06444  -0.96
C  7.40384  -2.20888  -2.16496  -0.42
C  7.18883  -2.94546  -0.81358  -0.27
O  5.89872  -3.53144  -0.68482  -0.48
C  5.06115  -2.91608  0.27128  -0.61
C  3.83208  2.37888  -1.01849  -1.26
C  2.64237  2.66879  -0.39280  0.09
C  2.37775  2.30627  0.92749  0.24
C  3.37956  1.63449  1.62793  0.95
Cl  3.15773  1.11313  3.27952  -0.21
C  1.05715  2.67358  1.53103  -0.09
O  0.84913  2.73555  2.71823  -0.61
C  -0.09408  2.93781  0.59228  0.22
C  -1.40345  2.81309  1.03600  -1.01
C  -2.48040  3.03491  0.18952  0.54
C  -3.90556  2.92026  0.70774  -0.81
C  -4.13996  1.78350  1.70487  -0.27
C  -4.38701  0.40029  1.06995  -0.84
S  -5.58179  0.40142  -0.29529  -0.16
C  -6.93770  -0.62311  0.21013  -0.08
S  -7.81627  -0.38379  1.60459  -0.31
N  -7.27853  -1.62924  -0.63332  0.22
C  -6.33949  -2.51905  -1.13108  -0.16
C  -7.01235  -3.37678  -1.90369  -0.54
N  -8.42763  -3.04225  -1.91522  -0.24
C  -8.55371  -1.92545  -1.15877  -0.31
C  -2.20411  3.39174  -1.13002  -0.53
C  -0.91709  3.50752  -1.62192  -0.65
N  -0.61787  3.84733  -2.97851  0.48
C  -0.74822  5.28218  -3.25975  -1.03
C  -1.31785  3.03493  -3.90085  0.70
C  -0.81706  1.60446  -4.02637  -1.12
O  -2.23470  3.40304  -4.59066  -0.57
C  0.14598  3.29012  -0.73479  0.34
C  1.58140  3.43213  -1.14774  0.23
O  1.93748  4.15867  -2.04466  -0.58
H  5.84745  0.50579  4.51326  0.26
H  7.06152  -0.35061  3.60172  0.23
H  7.54137  1.11913  4.48675  0.41
H  7.28062  1.85683  2.18055  0.31
H  5.75954  2.35521  2.99475  0.30
H  5.21701  -0.15681  2.22477  0.46
H  6.93335  1.92039  -0.50636  0.26
H  6.04566  1.72593  -2.08358  0.47
H  6.84479  -0.34789  -0.00490  0.29
H  5.42041  -0.62743  -1.10787  0.17
H  8.33535  -0.26092  -1.87951  0.30
H  7.00180  -0.22915  -3.01603  0.39
H  8.42229  -2.45690  -2.47895  0.44
H  6.67043  -2.58035  -2.88430  -0.08
H  7.49466  -2.33116  0.03698  0.20
H  7.89592  -3.78779  -0.84102  0.33
H  4.51580  -3.70875  0.80238  0.33
H  4.29504  -2.28618  -0.19888  0.28
H  5.60074  -2.34305  1.03274  0.13
H  4.03093  2.64989  -2.04874  0.48
H  -1.53033  2.55137  2.08119  0.63
H  -4.56991  2.88826  -0.16038  0.40
H  -4.14318  3.85605  1.22937  0.30
H  -3.31916  1.65536  2.41644  0.36
H  -5.01616  2.01244  2.32340  -0.07
H  -3.43614  -0.05734  0.77831  0.43
H  -4.80007  -0.25052  1.84978  0.53
H  -5.28538  -2.48740  -0.91604  0.40
H  -6.61948  -4.21997  -2.44819  0.40
H  -9.42748  -1.34995  -0.92620  0.40
H  -3.05494  3.57971  -1.78319  0.47
H  -1.74259  5.57955  -3.60582  0.38
H  -0.49878  5.88761  -2.38703  0.35
H  -0.02020  5.53762  -4.03593  0.35
H  -0.39221  1.22203  -3.09354  0.30
H  -0.02925  1.55832  -4.78505  0.32
H  -1.64045  0.96290  -4.34277  0.34
C  4.80507  -4.10215  -5.68780  -0.83
C  4.59491  -2.79232  -5.07443  0.36
N  4.42481  -1.76467  -4.59751  -0.35
H  5.81714  -4.44666  -5.48380  0.28
H  4.09569  -4.81880  -5.27887  0.27
H  4.66190  -4.03270  -6.76433  0.31
C  -7.94256  3.41090  2.69146  -0.84
C  -7.09244  4.40719  2.04446  0.42
N  -6.42061  5.18393  1.53692  -0.41
H  -8.41209  2.77938  1.93927  0.20
H  -7.34199  2.78620  3.34928  0.27
H  -8.71507  3.90671  3.27689  0.35
C  -6.33138  7.64520  -0.48418  -0.57
C  -5.47323  8.63749  -1.13233  0.27
N  -4.80086  9.41381  -1.63982  -0.38
H  -6.80296  7.01674  -1.23724  0.26
H  -5.74277  7.01961  0.17971  0.19
H  -7.10389  8.14738  0.09495  0.29
C  8.48576  -1.89368  7.01082  -0.87
C  8.77771  -1.55743  5.61833  0.44
N  9.00207  -1.29394  4.52668  -0.42
H  7.59275  -2.51358  7.06124  0.26
H  9.32300  -2.43854  7.44239  0.32
H  8.31997  -0.98309  7.58330  0.28
C  -10.58684  -6.17909  -0.22582  -0.99
C  -9.66723  -5.17436  -0.74934  0.31
N  -8.95837  -4.36655  -1.16305  -0.01
H  -10.99866  -6.76767  -1.04253  0.32
H  -10.05992  -6.84062  0.45882  0.29
H  -11.40163  -5.68955  0.30588  0.21
C  -14.33859  -7.61549  1.68182  -0.77
C  -13.47787  -8.04472  0.58024  0.39
N  -12.80600  -8.38083  -0.28436  -0.41
H  -15.38219  -7.76951  1.41534  0.28
H  -14.10964  -8.19300  2.57518  0.27
H  -14.17599  -6.55937  1.88862  0.27
C  10.79242  -3.99438  1.27577  -0.92
C  10.52387  -2.93737  0.30359  0.45
N  10.31325  -2.10511  -0.45371  -0.39
H  10.74783  -4.96576  0.78684  0.30
H  11.78212  -3.85644  1.70646  0.34
H  10.04967  -3.95965  2.07084  0.25

=====

Entry 3:
A structure of composition C39H76F3MgO22. Source: OMol25; level of theory: wB97M-V/def2-TZVPD.

The spin multiplicity is 1. For the orbital gap, the calculation gives 1.5539 eV. As for the net charge: +1. The calculation puts the relative energy (zero: lowest compared OMol25 entry of this formula, charge and spin) at 0.0000 eV.

Last column: Mulliken charge in e.
Geometry (Å):
Mg  -2.57400  7.84868  3.37827  0.92
C  -0.43168  1.60048  2.44344  0.03
O  0.49651  1.26365  1.40655  -0.28
O  -0.88161  2.91811  2.17747  -0.41
C  -1.54522  0.41644  2.73521  0.79
F  -0.93168  -0.70180  3.15110  -0.23
F  -2.46871  0.76859  3.61079  -0.24
F  -2.24704  0.05128  1.66428  -0.25
C  1.68642  0.57450  1.79304  -0.06
C  2.43311  0.04520  0.55511  -1.32
H  1.84234  -0.66113  -0.02814  0.34
H  2.51562  0.83878  -0.18754  0.34
H  3.41210  -0.30026  0.88728  0.36
H  1.50973  -0.29212  2.43010  0.31
H  2.35048  1.29440  2.27144  0.33
H  0.14857  1.66481  3.36391  0.37
C  2.01708  -7.79268  2.22947  -0.44
C  1.25081  -7.39053  0.97511  -0.49
C  0.71533  -8.76117  0.65575  -0.46
O  0.47447  -9.46829  1.88578  -0.40
C  1.01357  -8.68619  2.92180  -0.42
H  2.05303  -6.85229  2.77945  0.27
H  2.95281  -8.28587  1.96627  0.28
H  1.90150  -7.02914  0.17881  0.28
H  0.48565  -6.62389  1.09712  0.28
H  1.49187  -9.38076  0.20720  0.25
H  -0.13115  -8.76195  -0.03097  0.30
H  1.29842  -9.23173  3.82144  0.31
H  0.17743  -8.11627  3.32696  0.23
C  -6.23957  -5.71860  -0.18943  -0.42
C  -6.23359  -6.03991  1.31046  -0.48
C  -7.60316  -5.58975  1.82986  -0.40
O  -8.42949  -5.64941  0.61831  -0.42
C  -7.67038  -5.26728  -0.51329  -0.41
H  -5.83725  -6.54319  -0.77789  0.30
H  -5.57192  -4.86331  -0.29340  0.21
H  -5.42894  -5.48558  1.79352  0.31
H  -6.07009  -7.11477  1.38825  0.23
H  -7.46361  -4.57291  2.19681  0.25
H  -8.06086  -6.22663  2.58683  0.31
H  -7.78571  -4.19668  -0.68244  0.25
H  -8.11001  -5.64222  -1.43755  0.28
C  -5.39020  -0.55550  9.89864  -0.56
C  -5.20794  -2.09378  9.92021  -0.52
C  -3.90501  -2.20499  10.62872  -0.43
O  -3.19116  -1.10570  10.08809  -0.42
C  -3.99234  0.06524  9.87958  -0.31
H  -5.90071  -0.26870  10.81800  0.28
H  -5.94441  -0.25385  9.00984  0.30
H  -5.08047  -2.43585  8.89315  0.26
H  -5.93862  -2.70803  10.44643  0.33
H  -3.44291  -3.15691  10.36714  0.30
H  -3.97459  -2.01852  11.70040  0.30
H  -3.69325  0.59098  8.97280  0.26
H  -3.90613  0.76577  10.71019  0.21
C  7.35293  -6.93770  -2.50832  -0.42
C  7.40381  -8.27148  -1.85069  -0.52
C  6.65583  -9.30882  -2.74145  -0.36
O  6.01451  -8.44842  -3.73505  -0.43
C  6.76371  -7.19651  -3.88741  -0.40
H  8.28685  -6.38442  -2.60720  0.33
H  6.62944  -6.29375  -2.00833  0.19
H  7.11876  -8.29530  -0.79889  0.33
H  8.44402  -8.59701  -1.84068  0.22
H  5.97916  -9.88471  -2.11012  0.26
H  7.29510  -10.06711  -3.19358  0.26
H  6.04516  -6.42564  -4.16587  0.27
H  7.51556  -7.35227  -4.66108  0.27
C  7.81504  4.57476  -3.44957  -0.46
C  8.36444  3.64377  -2.30499  -0.64
C  8.10349  4.50385  -1.01057  -0.34
O  8.26108  5.83120  -1.46827  -0.42
C  8.42794  5.93406  -2.93540  -0.41
H  6.72738  4.61535  -3.50833  0.26
H  8.25061  4.30350  -4.41122  0.32
H  9.40341  3.33205  -2.41204  0.28
H  7.91988  2.64873  -2.28568  0.36
H  8.89597  4.33608  -0.28124  0.27
H  7.09978  4.29223  -0.64193  0.25
H  9.51219  6.04223  -2.96366  0.24
H  8.05278  6.83480  -3.42123  0.29
C  -8.29875  5.46613  -0.77827  -0.58
O  -7.78039  6.36853  0.15180  -0.28
C  -7.58744  6.13932  1.43352  0.76
O  -6.77667  6.80255  2.08307  -0.61
O  -8.42923  5.11950  1.92282  -0.32
C  -8.54460  4.93446  3.31044  -0.62
H  -8.00994  5.80389  -1.77356  0.22
H  -9.35757  5.41140  -0.52528  0.29
H  -7.90366  4.46189  -0.62507  0.31
H  -9.17136  5.75733  3.65416  0.29
H  -7.59216  4.95592  3.84008  0.28
H  -8.96522  3.95718  3.54733  0.24
C  2.34950  0.93200  -8.01970  -0.69
O  1.91365  0.44057  -9.27181  -0.27
C  2.71342  -0.41535  -9.96706  0.74
O  3.85470  -0.84642  -9.69649  -0.56
O  2.05857  -0.85490  -11.08886  -0.31
C  0.70917  -0.51601  -11.38750  -0.56
H  3.41792  1.09694  -7.88049  0.32
H  2.09139  0.26361  -7.19828  0.29
H  1.86358  1.89779  -7.88104  0.25
H  0.74451  0.55646  -11.57899  0.27
H  -0.00789  -0.68952  -10.58512  0.26
H  0.29435  -1.08794  -12.21750  0.26
C  -3.32834  10.40008  -2.83536  -0.63
O  -2.13436  9.60674  -3.00800  -0.29
C  -1.44274  9.05380  -1.99995  0.81
O  -1.66900  9.06273  -0.79453  -0.62
O  -0.48025  8.40210  -2.58785  -0.27
C  0.66480  8.02031  -1.82025  -0.70
H  -3.38445  11.07031  -1.97760  0.30
H  -4.14810  9.68193  -2.81638  0.28
H  -3.41224  10.99616  -3.74407  0.24
H  0.34528  7.63030  -0.85387  0.30
H  1.35181  8.81294  -1.52383  0.31
H  1.22583  7.21877  -2.30073  0.26
C  -3.76903  2.95718  -9.19634  -0.65
O  -3.62065  2.30188  -7.98745  -0.26
C  -3.60660  3.04809  -6.82199  0.69
O  -3.79913  4.29003  -6.70091  -0.56
O  -3.45837  2.17400  -5.79381  -0.27
C  -3.14855  2.53130  -4.52857  -0.63
H  -3.79884  2.29114  -10.05867  0.26
H  -2.93937  3.64383  -9.36449  0.29
H  -4.70284  3.50037  -9.34141  0.30
H  -2.27495  3.17276  -4.41266  0.30
H  -3.00276  1.57629  -4.02380  0.24
H  -3.91959  3.05015  -3.95901  0.28
C  3.81705  1.84662  8.28916  -0.64
O  4.36675  0.71900  7.58969  -0.31
C  5.56594  0.82188  7.01528  0.79
O  6.32377  1.76877  7.17892  -0.56
O  5.77828  -0.30823  6.38727  -0.29
C  6.92133  -0.41140  5.52267  -0.66
H  3.57033  2.66792  7.61633  0.27
H  4.48603  2.14738  9.09545  0.30
H  2.93145  1.53313  8.84193  0.25
H  7.12950  -1.39949  5.11227  0.26
H  7.83208  -0.15349  6.06314  0.30
H  6.86194  0.23090  4.64402  0.29

=====

Entry 4:
The molecule C2H2N2O. Source: OMol25; level of theory: wB97M-V/def2-TZVPD.

The spin multiplicity is 1. For the orbital gap (alpha / beta), the calculation gives 9.1136 / 9.1150 eV. As for the net charge: 0. The calculation puts the relative energy (zero: lowest compared OMol25 entry of this formula, charge and spin) at 3.7242 eV.

Last column: Mulliken charge in e.
Geometry (Å):
N  0.63608  -0.96798  -0.32916  -0.38
C  0.54702  0.33927  -0.10093  0.48
C  -1.04849  0.37737  0.05432  0.05
N  -1.22080  -0.82896  0.20244  -0.25
O  1.26361  1.22873  0.25594  -0.48
H  1.51657  -1.39149  -0.02513  0.23
H  -1.69398  1.24306  -0.05748  0.35